Density functional theory data (wB97M-V/def2-TZVPD) for 22 unconnected molecules or ions with the total composition C87H225N15O22 at a distorted geometry.

Summary:
Kohn-Sham gap (eV): 8.2

Each line ends with the Mulliken charge.
Element x y z (Å)
C: 5.7072 1.3361 -2.0139  -2.11
C: 6.8278 2.3210 -1.7099  2.17
C: 7.6336 2.4010 -3.0130  -1.49
C: 8.6506 3.5807 -3.0283  -0.88
C: 7.8430 4.9119 -2.8309  -1.18
C: 7.0095 4.9869 -1.5538  1.32
N: 6.3126 3.6696 -1.4070  -0.10
O: 5.4168 3.8076 -0.4226  1.19
C: 7.9884 5.2118 -0.3591  -1.47
C: 6.0401 6.1873 -1.6199  -1.83
C: 7.7854 1.8385 -0.6116  -1.56
H: 5.0417 1.3304 -1.1507  0.16
H: 6.0184 0.3144 -2.2318  0.52
H: 5.0077 1.5560 -2.8204  0.37
H: 8.1565 1.4472 -3.0824  0.49
H: 7.0072 2.4692 -3.9024  0.43
H: 9.2833 3.5477 -3.9152  0.46
H: 9.4664 3.3444 -2.3451  0.41
H: 7.2657 5.0010 -3.7512  0.32
H: 8.4679 5.8036 -2.7803  0.51
H: 8.8274 4.5180 -0.3055  0.31
H: 8.2688 6.2648 -0.3359  0.53
H: 7.5802 4.9588 0.6194  0.05
H: 5.5420 6.2663 -0.6535  0.19
H: 6.4310 7.1917 -1.7830  0.52
H: 5.2816 6.0386 -2.3884  0.28
H: 7.3981 2.0308 0.3890  -0.04
H: 8.7624 2.3043 -0.7406  0.33
H: 8.0840 0.7906 -0.6409  0.39
H: 4.5557 3.5541 -0.7630  -0.29
C: 6.4599 -2.5854 -0.7346  -1.35
C: 5.3874 -3.2195 0.2406  2.02
C: 5.8341 -4.6034 0.6057  -1.42
C: 7.0382 -4.6199 1.5165  -0.86
C: 6.5860 -3.8816 2.8840  -1.14
C: 6.1020 -2.4753 2.6491  1.53
N: 5.2087 -2.4392 1.4846  -0.17
O: 4.7341 -1.2225 1.2307  1.14
C: 5.2149 -2.0232 3.8236  -2.02
C: 7.3391 -1.5137 2.4525  -1.64
C: 4.0643 -3.3380 -0.5292  -1.77
H: 6.4681 -3.1493 -1.6673  0.43
H: 7.4429 -2.4193 -0.2939  0.29
H: 6.0535 -1.6089 -0.9980  -0.09
H: 4.9693 -5.1165 1.0263  0.41
H: 6.0606 -5.0654 -0.3552  0.47
H: 7.9535 -4.3204 1.0060  0.37
H: 7.2975 -5.6559 1.7342  0.47
H: 7.4986 -3.8362 3.4783  0.46
H: 5.8032 -4.4979 3.3261  0.33
H: 4.8190 -1.0242 3.6410  -0.10
H: 4.4051 -2.7253 4.0219  0.47
H: 5.7302 -1.8676 4.7714  0.54
H: 6.9911 -0.5041 2.2344  0.23
H: 8.0227 -1.4002 3.2938  0.49
H: 8.0490 -1.8598 1.7012  0.36
H: 4.1054 -4.0655 -1.3398  0.85
H: 3.8624 -2.3990 -1.0446  -0.04
H: 3.1790 -3.5556 0.0682  -0.17
H: 5.4927 -0.6971 0.9657  -0.29
C: -0.2633 -1.1252 -1.3755  -1.59
C: 0.2252 -0.2416 -0.2391  2.45
C: -0.6929 0.9965 -0.2561  -0.72
C: -0.6040 1.9061 0.9428  -0.32
C: -0.9240 1.0170 2.2182  -1.05
C: 0.0601 -0.2383 2.2939  2.47
N: 0.0538 -0.9536 0.9764  0.82
O: 0.9619 -2.1234 0.9847  0.68
C: 1.4188 0.2086 2.8039  -0.38
C: -0.7083 -1.1276 3.3104  -0.34
C: 1.6670 0.1803 -0.5049  0.83
H: -0.2393 -0.5986 -2.3295  0.26
H: -1.2851 -1.4420 -1.1663  -0.04
H: 0.3617 -2.0168 -1.4260  0.36
H: -0.5541 1.5789 -1.1669  -0.17
H: -1.7182 0.6285 -0.2930  0.02
H: -1.4221 2.6002 0.7502  0.94
H: 0.3148 2.4479 1.1670  -0.61
H: -2.0008 0.8978 2.3381  -0.05
H: -0.7331 1.7123 3.0357  0.04
H: 2.0424 -0.6242 3.1289  0.55
H: 1.8585 0.8363 2.0288  -0.11
H: 1.4647 0.7340 3.7578  -0.75
H: -0.4813 -0.6569 4.2670  -0.29
H: -1.7780 -1.2838 3.1706  -0.86
H: -0.1205 -2.0419 3.3912  0.42
H: 2.3086 -0.4080 0.1511  -0.76
H: 1.8195 1.2509 -0.3678  -1.30
H: 2.0881 0.0620 -1.5032  -0.01
H: 1.8464 -1.7550 1.0448  -0.48
C: -4.1382 5.0242 -1.7540  -1.29
C: -3.8763 4.8922 -3.2333  2.04
C: -2.3566 5.1339 -3.5211  -2.41
C: -1.5223 3.9228 -3.0569  1.26
C: -2.1155 2.6291 -3.7566  -0.94
C: -3.6162 2.3737 -3.5200  2.28
N: -4.3581 3.6222 -3.8136  0.44
O: -5.7578 3.4036 -3.6679  -0.46
C: -4.0160 1.2735 -4.5592  -2.35
C: -3.8169 1.8313 -2.0802  -1.34
C: -4.6279 6.1330 -3.9245  -2.03
H: -5.1978 4.8406 -1.5765  0.62
H: -4.0453 6.0046 -1.2867  0.17
H: -3.6512 4.2776 -1.1266  -0.40
H: -2.1747 5.2646 -4.5879  0.66
H: -1.9983 5.9672 -2.9167  0.25
H: -1.6169 3.7926 -1.9789  -0.52
H: -0.4721 4.0542 -3.3172  0.04
H: -1.5991 1.7555 -3.3588  0.06
H: -1.8119 2.6291 -4.8034  0.09
H: -4.0519 1.6985 -5.5623  0.79
H: -3.2738 0.4806 -4.4666  0.08
H: -4.9569 0.8471 -4.2112  0.37
H: -3.1175 2.2465 -1.3546  -0.47
H: -4.8389 1.9969 -1.7391  0.40
H: -3.7762 0.7422 -2.0613  0.59
H: -4.4597 7.0249 -3.3208  0.32
H: -5.6786 5.8523 -3.8509  0.46
H: -4.3083 6.2999 -4.9531  0.42
H: -6.0579 3.4614 -4.5780  0.37
C: 5.8326 -2.7240 -5.1249  0.03
O: 5.7638 -2.1901 -6.4311  -0.57
H: 5.5549 -2.0336 -4.3285  -0.22
H: 5.2240 -3.6245 -5.2076  0.06
H: 6.8244 -3.0080 -4.7729  0.42
H: 5.9581 -2.9529 -6.9807  0.33
C: -4.6530 -0.3423 2.4391  0.36
O: -4.9407 1.0358 2.3632  -0.16
H: -4.4369 -0.6615 3.4587  -0.12
H: -5.4994 -0.8745 2.0051  0.41
H: -3.7296 -0.6138 1.9276  -0.71
H: -5.5437 1.1557 3.1005  0.24
C: -3.2712 3.3038 6.8908  -0.36
O: -4.4664 2.6814 7.3875  -0.65
H: -3.4076 4.0967 6.1553  0.34
H: -2.6844 3.6840 7.7270  0.29
H: -2.6746 2.5346 6.4004  -0.11
H: -4.3592 1.7300 7.4576  0.45
C: 2.8419 -5.9328 -4.3638  -0.79
O: 3.0621 -4.8029 -3.6214  0.18
H: 3.2820 -5.7747 -5.3484  0.23
H: 3.1721 -6.8748 -3.9260  0.36
H: 1.8133 -6.1374 -4.6608  0.16
H: 2.5777 -4.0402 -3.9457  -0.03
C: -0.1167 -5.5154 4.6726  -0.58
O: 0.0666 -6.2992 3.4332  -0.62
H: -1.1422 -5.2563 4.9359  0.21
H: 0.2112 -6.1758 5.4755  0.42
H: 0.5113 -4.6253 4.7091  0.07
H: -0.3684 -5.6918 2.8303  0.25
C: -2.0688 7.6200 -0.2349  1.24
O: -1.2683 7.2190 0.8969  -0.57
H: -1.6737 8.5718 -0.5901  0.33
H: -1.9364 6.8885 -1.0321  -0.73
H: -3.0981 7.6525 0.1223  -0.47
H: -0.3763 7.0282 0.5976  0.42
C: -2.1573 -2.3090 -4.8008  1.14
O: -2.1265 -3.5397 -5.4291  -0.54
H: -2.9353 -2.4095 -4.0440  -0.04
H: -1.2028 -2.0907 -4.3219  -0.08
H: -2.4371 -1.5370 -5.5176  -0.85
H: -1.2341 -3.7651 -5.7017  0.30
C: 1.2266 1.0564 8.6715  -1.45
C: 2.5272 0.8177 7.9530  0.29
C: 2.4011 -0.1407 6.7148  0.59
O: 2.2677 -1.4750 7.2073  -0.52
C: 1.6744 -2.3439 6.2431  0.07
N: 3.0855 2.0804 7.4829  -0.72
H: 1.5402 1.7832 9.4208  0.36
H: 0.8214 0.1445 9.1103  0.43
H: 0.4721 1.5040 8.0246  0.11
H: 3.3324 0.4663 8.5983  0.44
H: 3.2646 -0.1927 6.0516  0.17
H: 1.5551 0.2020 6.1191  -0.37
H: 0.7978 -1.9347 5.7410  -0.10
H: 1.5481 -3.3796 6.5585  0.42
H: 2.3694 -2.4286 5.4078  0.01
H: 3.9488 1.9183 6.9844  0.27
H: 2.5850 2.5953 6.7726  0.36
C: 4.6813 2.5056 3.0253  -0.50
C: 3.9712 3.8478 3.3216  1.90
C: 3.5427 4.1861 4.7252  -1.50
O: 2.5288 3.2062 5.0537  -0.02
C: 1.2196 3.4274 4.5538  -0.44
N: 4.7811 4.8976 2.7921  -0.92
H: 5.3737 2.2707 3.8337  0.59
H: 5.4027 2.4035 2.2145  0.17
H: 3.9028 1.7434 2.9932  -0.31
H: 3.0513 4.0097 2.7599  -0.75
H: 3.1400 5.1974 4.7810  0.39
H: 4.3843 4.1311 5.4157  0.24
H: 1.1597 3.1475 3.5021  -0.01
H: 0.8553 4.4444 4.6989  0.49
H: 0.4717 2.8263 5.0711  -0.02
H: 4.8719 4.8601 1.7869  0.01
H: 5.7049 4.5945 3.0657  0.38
C: -3.0178 1.7146 -8.6911  -1.61
C: -2.5522 0.3469 -8.3552  0.39
C: -1.1249 0.1712 -7.7767  -0.65
O: -0.9196 0.8297 -6.4661  0.74
C: 0.0162 1.9174 -6.4902  -0.94
N: -3.6505 -0.2125 -7.5955  -0.68
H: -2.2729 2.1810 -9.3358  0.41
H: -3.0819 2.2992 -7.7734  0.18
H: -4.0355 1.6710 -9.0789  0.41
H: -2.6199 -0.2537 -9.2623  0.53
H: -0.3078 0.4667 -8.4349  0.65
H: -0.9867 -0.8932 -7.5865  -0.15
H: 0.9836 1.6557 -6.9190  0.33
H: 0.2439 2.2782 -5.4872  0.04
H: -0.2845 2.7549 -7.1197  0.39
H: -3.7417 0.1681 -6.6644  0.21
H: -3.2118 -1.0934 -7.3681  0.21
C: 1.1288 -3.2246 -8.3906  -1.57
C: 1.5081 -3.3785 -6.9130  0.67
C: 1.4532 -2.0728 -6.0513  -0.46
O: 1.8677 -2.3196 -4.6698  0.53
C: 2.5555 -1.2867 -3.9753  -0.50
N: 0.4856 -4.2940 -6.3560  -0.44
H: 1.1875 -4.0940 -9.0454  0.39
H: 1.6564 -2.3876 -8.8480  0.41
H: 0.0810 -2.9261 -8.4205  0.37
H: 2.5460 -3.7034 -6.8395  -0.07
H: 0.4783 -1.5894 -5.9889  -0.32
H: 2.1466 -1.3976 -6.5527  0.52
H: 2.0928 -0.3223 -4.1851  0.38
H: 3.6263 -1.2747 -4.1789  -0.04
H: 2.3849 -1.6169 -2.9506  -0.32
H: 0.4734 -5.1359 -6.9138  0.29
H: 0.8248 -4.4630 -5.4198  -0.01
C: -2.9332 -4.4881 2.4262  -1.50
C: -2.1395 -4.5848 1.0628  0.55
C: -2.5923 -3.6364 -0.0230  0.96
O: -4.0009 -3.7064 -0.2476  -0.53
C: -4.6714 -2.6274 -0.9282  0.05
N: -0.7775 -4.3944 1.5266  0.70
H: -3.9932 -4.6044 2.2005  0.40
H: -2.7565 -3.5152 2.8849  0.00
H: -2.6259 -5.3283 3.0489  0.42
H: -2.2682 -5.6336 0.7952  0.33
H: -2.1015 -3.8356 -0.9756  0.34
H: -2.3153 -2.6103 0.2185  -0.81
H: -4.1172 -2.4582 -1.8514  -0.35
H: -4.6445 -1.6126 -0.5313  0.04
H: -5.6700 -2.9641 -1.2068  0.46
H: -0.2380 -4.8268 0.7903  -0.18
H: -0.4803 -3.4293 1.5082  -0.45
C: -2.3183 -1.0396 6.4657  -1.07
C: -3.0210 -0.6947 7.8123  0.62
C: -2.3389 0.3942 8.6642  0.53
O: -2.7832 0.1370 9.9841  -0.45
C: -2.4324 1.1799 10.8049  -0.81
N: -4.2925 -0.1464 7.3177  0.02
H: -2.3681 -0.2365 5.7304  0.28
H: -2.7922 -1.8852 5.9673  0.09
H: -1.2784 -1.3227 6.6285  0.09
H: -3.1704 -1.6348 8.3433  0.32
H: -2.3552 1.3978 8.2393  -0.07
H: -1.3119 0.0306 8.6321  -0.29
H: -2.5298 0.7991 11.8216  0.31
H: -3.1889 1.9646 10.8079  0.29
H: -1.4261 1.5718 10.6576  0.28
H: -4.7221 -0.8263 6.7067  -0.20
H: -4.8549 -0.1623 8.1564  0.30
C: -0.2015 -8.3603 0.2419  -1.51
C: 0.8397 -7.5443 -0.5096  0.43
C: 0.3827 -7.3152 -1.9720  -0.10
O: 0.9446 -8.2483 -2.8632  -0.34
C: 0.1937 -9.4577 -2.9442  -0.84
N: 1.0672 -6.2974 0.2183  -0.41
H: -1.1882 -7.9286 0.4100  0.15
H: 0.2399 -8.5600 1.2182  0.45
H: -0.3613 -9.3592 -0.1642  0.47
H: 1.7332 -8.1679 -0.4812  0.27
H: 0.7223 -6.3618 -2.3768  0.05
H: -0.6719 -7.1624 -2.2013  0.04
H: 0.4010 -10.0004 -3.8665  0.25
H: -0.8783 -9.4303 -2.7488  0.33
H: 0.5608 -9.9843 -2.0632  0.33
H: 1.8753 -5.8746 -0.2158  -0.04
H: 1.4641 -6.4953 1.1257  0.30
C: -8.7064 1.0139 4.5158  -1.71
C: -7.4985 0.3647 5.1659  0.72
C: -7.2338 -1.0422 4.8297  -1.04
O: -6.0059 -1.4050 5.5129  -0.31
C: -5.7737 -2.7869 5.4269  -1.00
N: -6.3717 1.1413 4.7416  -0.29
H: -8.9296 2.0293 4.8431  0.38
H: -9.5983 0.4529 4.7952  0.47
H: -8.7242 0.8991 3.4320  0.34
H: -7.5657 0.3308 6.2533  0.28
H: -7.2730 -1.1568 3.7464  0.27
H: -8.0136 -1.6458 5.2941  0.56
H: -5.8592 -3.1905 4.4179  0.41
H: -6.3728 -3.3757 6.1215  0.31
H: -4.7627 -3.0214 5.7600  0.26
H: -5.6705 0.8787 5.4195  -0.26
H: -6.5378 2.0918 5.0401  0.34
C: 2.4156 4.1419 -2.8238  -1.00
C: 2.4498 5.0239 -1.6189  2.00
C: 1.1825 5.9462 -1.5144  -0.81
O: 1.1580 6.8071 -0.3429  -0.03
C: 2.0494 7.8754 -0.3623  -0.85
N: 2.6078 4.2617 -0.4296  0.67
H: 3.3558 3.6142 -2.9841  0.19
H: 2.1338 4.7352 -3.6937  0.59
H: 1.6352 3.3944 -2.6811  -0.19
H: 3.3736 5.5966 -1.7007  -1.26
H: 0.2276 5.4249 -1.4475  -0.32
H: 1.2014 6.5094 -2.4475  0.65
H: 1.5708 8.6084 -1.0118  0.35
H: 3.0207 7.6376 -0.7962  0.17
H: 2.1093 8.3928 0.5952  0.30
H: 1.9250 3.5189 -0.4765  -0.76
H: 2.2643 4.9443 0.2308  0.10
C: -5.7937 8.5292 0.8019  -1.36
C: -6.1452 7.0164 0.8809  1.73
C: -5.7231 6.2678 2.2453  -0.74
O: -6.3197 5.0176 2.4140  -0.38
C: -6.0309 3.9315 1.5793  -0.13
N: -7.5058 6.8048 0.4129  -0.65
H: -5.6912 8.9178 -0.2113  0.29
H: -4.8430 8.6047 1.3296  0.33
H: -6.5390 9.1190 1.3357  0.45
H: -5.5428 6.5718 0.0887  -0.84
H: -6.0916 6.9512 3.0104  0.38
H: -4.6342 6.2810 2.2915  0.32
H: -6.7985 3.1587 1.6219  0.35
H: -5.0864 3.4047 1.7151  0.14
H: -5.9608 4.0760 0.5011  -0.11
H: -7.7580 5.8295 0.3402  0.27
H: -8.1385 7.3013 1.0240  0.25
C: -2.8080 -7.2719 -4.5329  -1.61
C: -3.9591 -6.3665 -4.9075  1.02
C: -5.2920 -7.1425 -5.0746  -0.84
O: -5.3263 -8.0034 -6.2063  -0.35
C: -6.5018 -8.7880 -6.1961  -0.75
N: -4.0959 -5.3139 -3.8932  -0.53
H: -2.9859 -7.6507 -3.5265  0.33
H: -1.8565 -6.7476 -4.4445  0.22
H: -2.7369 -8.1359 -5.1937  0.46
H: -3.7138 -5.9866 -5.8992  0.14
H: -6.1453 -6.4711 -4.9787  0.39
H: -5.4521 -7.7799 -4.2050  0.38
H: -6.5652 -9.5670 -6.9558  0.27
H: -7.3579 -8.1577 -6.4365  0.31
H: -6.7548 -9.1923 -5.2160  0.31
H: -3.2539 -4.7566 -3.9155  -0.11
H: -4.7805 -4.6609 -4.2468  0.36